(1)
Molecular formula: CLiO2Pt
Method: DFT, wB97M-V/def2-TZVPD

ORCA input file:
```
! RIJCOSX wB97M-V def2-TZVPD def2/J DEFGRID3
* xyz 2 4
O 1.34 -0.72 -1.54
C 0.75 0.12 -1.02
O -0.49 -0.07 0.61
Pt -0.91 -1.08 1.79
Li -0.70 1.75 0.15
*
```

Energy ... -8557.7995 eV
Largest force on an atom ... 8.92 eV/Å
⟨S²⟩ ... 3.762

***

(2)
Molecular formula: C4H3I
Method: DFT, wB97M-V/def2-TZVPD

ORCA input file:
```
! RIJCOSX wB97M-V def2-TZVPD def2/J DEFGRID3
* xyz 0 1
C -2.78 1.32 -0.60
C -1.78 0.82 -0.22
C 0.98 -0.26 0.01
C 1.37 -1.32 0.49
I 3.80 -0.92 0.76
H -3.71 1.88 -0.93
H 0.89 0.66 -0.52
H 1.23 -2.18 1.01
*
```

Energy ... -12287.6254 eV
ΔE to the lowest compared entry with this formula, charge and spin ... 663.2 kJ/mol
Largest force on an atom ... 6.42 eV/Å

***

(3)
Molecular formula: C18H18Br2MnN2O5PSTe
Method: DFT, wB97M-V/def2-TZVPD

ORCA input file:
```
! RIJCOSX wB97M-V def2-TZVPD def2/J DEFGRID3
* xyz 0 3
Mn 0.06 -0.03 -0.25
Br -2.06 -1.69 3.97
C -0.29 -1.82 3.36
C 0.66 -2.53 4.12
C 1.96 -2.66 3.71
Br 3.18 -3.63 4.78
C 2.39 -2.06 2.50
C 3.69 -2.12 1.96
C 3.96 -1.51 0.76
C 2.93 -0.84 0.07
N 1.71 -0.79 0.56
C 1.43 -1.37 1.76
C 0.07 -1.22 2.16
O -0.72 -0.55 1.37
H 0.33 -2.99 5.04
H 4.47 -2.65 2.49
H 4.94 -1.54 0.32
H 3.09 -0.39 -0.89
O 0.62 1.65 0.49
N 0.32 2.80 -0.12
C 0.64 3.94 0.52
C 0.37 5.15 -0.05
C -0.24 5.18 -1.31
C -0.55 4.00 -1.94
C -0.27 2.77 -1.33
S -0.60 1.23 -2.02
H 1.10 3.79 1.49
H 0.63 6.05 0.48
H -0.47 6.13 -1.78
H -1.02 3.99 -2.91
C -2.98 -2.88 -2.64
C -1.68 -3.12 -3.37
O -0.70 -3.67 -2.47
P 0.41 -2.70 -1.85
O -0.39 -1.66 -1.05
Te 1.93 -1.86 -3.41
O 1.13 -3.67 -0.81
C 0.35 -4.32 0.22
C 0.21 -5.79 -0.09
H -3.72 -2.48 -3.34
H -2.84 -2.16 -1.84
H -3.37 -3.81 -2.23
H -1.29 -2.20 -3.82
H -1.79 -3.86 -4.17
H -0.63 -3.84 0.31
H 0.89 -4.16 1.15
H -0.30 -5.93 -1.05
H -0.36 -6.29 0.69
H 1.19 -6.26 -0.16
*
```

Energy ... -231001.0485 eV
ΔE to the lowest compared entry with this formula, charge and spin ... 15.0 kJ/mol
Largest force on an atom ... 0.23 eV/Å
⟨S²⟩ ... 2.035

***

(4)
Molecular formula: CH3NO3
Method: DFT, wB97M-V/def2-TZVPD

ORCA input file:
```
! RIJCOSX wB97M-V def2-TZVPD def2/J DEFGRID3
* xyz 0 1
N 1.41 0.34 -0.16
C 0.15 -0.33 0.01
O -0.19 -1.47 -0.09
O -0.71 0.73 0.06
O -2.01 0.37 -0.27
H 2.27 -0.24 0.15
H 1.21 1.17 0.30
H -2.14 -0.57 0.00
*
```

Energy ... -8715.6617 eV
ΔE to the lowest compared entry with this formula, charge and spin ... 125.9 kJ/mol
Largest force on an atom ... 4.64 eV/Å
SMILES string ... NC(=O)OO

***

(5)
Molecular formula: C9H7BCo2O6
Method: DFT, wB97M-V/def2-TZVPD

ORCA input file:
```
! RIJCOSX wB97M-V def2-TZVPD def2/J DEFGRID3
* xyz 0 1
H 0.02 -4.13 5.53
B -0.58 -5.35 4.48
H -1.52 -5.72 5.16
H -0.83 -4.71 3.49
H 0.43 -6.02 4.49
O -3.50 -0.56 9.10
C -2.40 -0.34 8.80
Co -0.75 0.08 8.34
C -1.13 1.08 6.93
O -1.34 1.79 6.04
C -0.67 1.27 9.64
O -0.64 2.10 10.44
C -0.33 -1.87 7.83
C -0.12 -2.32 6.58
C -0.62 -3.26 5.60
Co 1.11 -1.14 7.00
C 1.06 -0.44 5.39
O 1.02 0.07 4.36
C 2.82 -1.63 7.13
O 3.96 -1.79 7.26
C 1.37 0.44 7.95
O 2.10 1.30 8.26
H -0.61 -2.50 8.70
H -0.65 -2.77 4.61
H -1.66 -3.57 5.83
*
```

Energy ... -97656.1691 eV
ΔE to the lowest compared entry with this formula, charge and spin ... 8.7 kJ/mol
Largest force on an atom ... 3.50 eV/Å

***

(6)
Molecular formula: C3H6N2O2P
Method: DFT, wB97M-V/def2-TZVPD

ORCA input file:
```
! RIJCOSX wB97M-V def2-TZVPD def2/J DEFGRID3
* xyz -1 1
C 3.93 1.09 0.01
C -0.95 0.47 1.71
C 0.03 0.80 -0.40
N 4.66 1.98 0.04
N -0.91 1.16 0.68
O 0.99 -3.50 0.73
O 2.27 -1.67 -0.30
P 1.32 -2.82 -0.55
H -0.21 -0.34 2.13
H -1.72 0.88 2.35
H 3.25 0.27 0.01
H 0.69 0.01 -0.16
H -0.59 0.63 -1.27
H 0.79 1.54 -0.72
*
```

Energy ... -19573.6130 eV
ΔE to the lowest compared entry with this formula, charge and spin ... 150.1 kJ/mol
Largest force on an atom ... 3.11 eV/Å